# C11H24CsF3N4Se3Te

C11H24CsF3N4Se3Te as an isolated structure (ωB97M-V/def2-TZVPD, the Open Molecules 2025 dataset).

Last column: Mulliken charge in e.
Cartesian coordinates (Å):
Cs1 -2.4269 1.7973 -0.6008  0.986
C1 -0.3731 -1.8235 2.3787  -0.371
C2 -1.5180 -2.3276 1.4891  -0.703
N1 -1.5883 -1.7683 0.1424  0.436
C3 -0.9700 -2.5870 -0.8953  -1.060
C4 0.5096 -2.3515 -1.1377  -0.441
N2 0.7941 -1.0279 -1.6650  -0.046
C5 2.1857 -0.8643 -2.0511  -0.828
C6 2.5514 0.5841 -2.3600  -0.989
C7 2.0652 1.5578 -1.2899  -0.194
N3 2.2145 0.9944 0.0508  -0.456
C8 1.8667 1.9448 1.1013  -0.480
C9 1.3167 1.1864 2.2944  -0.966
N4 0.0245 0.6165 1.9534  0.131
C10 -0.5179 -0.3791 2.8795  -0.572
H1 0.5903 -1.9287 1.8645  0.008
H2 -0.3359 -2.4910 3.2510  0.430
H3 -2.4595 -2.1018 1.9940  0.404
H4 -1.4498 -3.4276 1.4317  0.227
H5 -2.5666 -1.6687 -0.1162  -0.169
H6 -1.5191 -2.4020 -1.8186  0.363
H7 -1.1032 -3.6597 -0.6836  0.299
H8 0.8617 -3.1461 -1.8198  0.383
H9 1.0805 -2.4733 -0.2093  0.183
H10 0.1720 -0.8120 -2.4339  0.210
H11 2.4633 -1.5147 -2.8961  0.474
H12 2.7865 -1.1943 -1.2012  0.401
H13 2.1351 0.8935 -3.3235  0.317
H14 3.6416 0.6364 -2.4531  0.363
H15 1.0210 1.8333 -1.4841  0.043
H16 2.6205 2.4956 -1.3587  0.543
H17 1.5111 0.2616 0.1064  0.279
H18 1.1125 2.6766 0.7704  0.270
H19 2.7483 2.5252 1.3862  0.357
H20 1.2676 1.8367 3.1791  0.456
H21 2.0020 0.3668 2.5367  0.391
H22 -0.6491 1.3549 1.8347  -0.032
H23 -1.5802 -0.1592 3.0237  0.110
H24 -0.0392 -0.2824 3.8653  0.264
Se1 -4.6102 -1.4672 -1.9232  -0.679
Se2 -5.3621 -1.6156 0.3147  -0.352
Te1 -5.7875 0.8018 0.9457  -0.071
Se3 -3.8988 1.6296 2.3781  -0.879
F1 0.0571 3.5793 -3.3261  -0.301
C11 -0.4463 4.0531 -2.0803  -0.152
F2 -1.1296 5.2201 -2.5074  -0.281
F3 0.7319 4.6277 -1.5370  -0.306

E_HOMO   -1.075 eV
Charge   -2
E   -229791.83352 eV



# C11H24O4Si

A 2-piece molecular cluster, C11H24O4Si overall in a non-equilibrium geometry (ωB97M-V/def2-TZVPD, the Open Molecules 2025 dataset).

Last column: Mulliken charge in e.
Cartesian coordinates (Å):
C1 4.1521 1.0150 -1.2084  -1.047
Si1 2.7935 -0.2589 -1.7625  0.547
C2 3.2198 -1.9233 -0.8102  -1.023
C3 3.0162 -0.6133 -3.6766  -1.002
C4 0.9859 0.3250 -1.4491  0.189
C5 0.0994 -1.0780 -1.2986  -0.453
O1 -1.2050 -0.9989 -2.0295  -0.356
C6 -1.3910 0.4714 -2.2497  0.471
O2 -2.5457 1.1282 -2.1022  -0.557
C7 0.1215 1.0381 -2.6448  -0.577
H1 5.0117 0.9511 -2.0256  0.271
H2 4.6181 0.6357 -0.1783  0.271
H3 3.7334 2.1042 -1.0753  0.279
H4 4.1914 -1.7461 -0.1478  0.304
H5 2.3655 -2.2061 -0.0620  0.275
H6 3.4766 -2.7567 -1.5976  0.267
H7 3.4512 -1.7072 -3.7341  0.296
H8 3.8146 0.0942 -4.1675  0.274
H9 1.9781 -0.6282 -4.2447  0.252
H10 0.9283 1.1170 -0.5891  0.269
H11 0.0271 -1.2172 -0.1369  0.187
H12 0.6492 -1.9132 -1.9406  0.292
H13 -0.0196 2.1910 -2.4562  0.277
H14 0.4596 0.9477 -3.7610  0.288
C8 -4.0297 0.9644 1.5325  -0.670
O3 -4.1291 0.8253 2.9459  -0.406
C9 -3.8063 -0.4963 3.3876  -0.514
C10 -2.3653 -0.5766 3.9057  -0.483
O4 -1.4191 -0.3389 2.8592  -0.292
C11 -0.9303 0.9989 2.8638  -0.554
H15 -3.9742 2.0301 1.2961  0.253
H16 -3.1370 0.4757 1.1284  0.238
H17 -4.9204 0.5441 1.0601  0.361
H18 -3.9788 -1.2275 2.5842  0.305
H19 -4.4868 -0.7334 4.2108  0.397
H20 -2.1831 -1.5913 4.2758  0.336
H21 -2.2040 0.1165 4.7406  0.362
H22 -0.1660 1.1060 3.6382  0.308
H23 -1.7252 1.7314 3.0308  0.372
H24 -0.4767 1.1998 1.8887  -0.007

E_HOMO   -9.192 eV
Charge   0
E   -27859.37853 eV



# C11H25AlO9P

C11H25AlO9P as an isolated structure in a non-equilibrium geometry (ωB97M-V/def2-TZVPD, the Open Molecules 2025 dataset).

Last column: Mulliken charge in e.
Cartesian coordinates (Å):
O1 2.1134 4.7162 2.4061  -0.741
P1 2.0120 4.5521 0.9275  0.852
O2 3.3011 5.2590 0.2179  -0.548
O3 0.8247 5.5216 0.3374  -0.542
Al1 1.6496 2.2304 0.3515  0.067
O4 0.0660 1.7574 0.9969  -0.378
C1 1.6486 2.1544 -1.6739  -1.038
C2 2.2902 0.9000 -2.2855  0.492
C3 3.4560 0.2505 -1.6437  -0.726
O5 3.5352 1.0085 -2.9216  -0.570
H1 4.0793 4.9269 0.6759  0.324
H2 0.0183 5.0506 0.5741  0.329
H3 2.8169 1.4189 1.0938  -0.323
H4 -0.5406 1.4911 0.3060  0.208
H5 0.6072 2.1008 -2.0092  0.305
H6 2.1643 2.9877 -2.1516  0.495
H7 1.6132 0.2013 -2.7590  0.287
H8 4.1630 0.8095 -1.0574  0.286
H9 3.5512 -0.8155 -1.8007  0.278
O6 1.3826 -2.4536 -1.7212  -0.555
C4 1.3477 -2.7434 -0.5573  0.654
O7 1.3147 -4.0687 -0.2469  -0.387
C5 1.4530 -4.5423 1.0912  -0.435
C6 0.1251 -4.5753 1.8210  -0.749
C7 1.2481 -1.7331 0.5523  0.193
H10 2.2001 -3.9619 1.6330  0.357
H11 1.8510 -5.5523 0.9901  0.315
H12 -0.2999 -3.5776 1.9226  0.159
H13 0.2509 -5.0039 2.8170  0.367
H14 -0.5911 -5.1806 1.2651  0.263
H15 0.1938 -1.5167 0.7229  0.076
H16 1.7386 -0.8044 0.2689  -0.552
H17 1.7035 -2.0614 1.4828  0.262
O8 -2.0611 -1.9681 0.5342  -0.570
C8 -2.8228 -1.1518 0.0939  0.793
O9 -2.6020 0.1401 0.3850  -0.307
C9 -3.2964 1.2225 -0.2375  -0.243
C10 -4.5941 1.5475 0.4716  -1.177
C11 -4.0475 -1.5405 -0.7015  -1.171
H18 -3.4455 1.0259 -1.3005  0.374
H19 -2.6114 2.0657 -0.1647  0.302
H20 -5.2975 0.7149 0.4252  0.288
H21 -5.0641 2.4204 0.0179  0.392
H22 -4.3997 1.7601 1.5223  0.319
H23 -4.8674 -1.7260 -0.0085  0.302
H24 -3.8214 -2.4610 -1.2327  0.312
H25 -4.3568 -0.7958 -1.4305  0.366

E_HOMO   -4.793 eV
Charge   -1
E   -46130.16485 eV



# C11H25AsF12HgNO4P3S2

C11H25AsF12HgNO4P3S2 as an isolated structure in a non-equilibrium geometry (ωB97M-V/def2-TZVPD, the Open Molecules 2025 dataset).

Last column: Mulliken charge in e.
Cartesian coordinates (Å):
Hg1 -7.5116 -11.4774 9.4733  1.412
F1 -2.4362 -9.1838 12.0438  -0.226
C1 -3.6755 -9.0828 12.5461  0.468
F2 -3.6434 -9.3464 13.8428  -0.199
F3 -4.1401 -7.8987 12.2888  -0.199
S1 -4.7618 -10.4314 11.7971  1.000
O1 -4.1529 -11.7063 12.1183  -0.741
O2 -6.0859 -10.1168 12.3026  -0.544
N1 -4.4792 -10.3192 10.2643  -0.256
S2 -5.1733 -9.4434 9.1520  0.766
O3 -6.1551 -8.5050 9.5889  -0.625
O4 -5.6057 -10.3490 8.1235  -0.779
C2 -3.7372 -8.4815 8.3939  0.404
F4 -4.2406 -7.5999 7.5504  -0.181
F5 -2.9786 -7.9388 9.3447  -0.164
F6 -3.0122 -9.3791 7.6929  -0.202
C3 -9.3496 -13.5714 7.2296  -1.146
P1 -7.8409 -12.5889 7.2621  0.545
C4 -7.7942 -11.7753 5.6591  -1.101
C5 -6.5140 -13.8593 7.3538  -0.894
C6 -6.5704 -14.6075 8.6716  -0.821
P2 -5.9181 -13.5559 9.9833  0.892
C7 -5.9876 -14.3893 11.5530  -1.369
C8 -4.1719 -13.2314 9.6437  -1.448
H1 -9.3979 -14.0343 6.2298  0.417
H2 -10.2739 -12.9530 7.3191  0.194
H3 -9.3579 -14.3412 7.9897  0.409
H4 -7.6508 -12.4909 4.8851  0.473
H5 -7.0837 -10.9383 5.6269  0.275
H6 -8.8100 -11.3509 5.7435  0.323
H7 -5.5375 -13.3417 7.2408  0.274
H8 -6.5846 -14.5439 6.4918  0.546
H9 -6.0894 -15.6247 8.7026  0.449
H10 -7.5933 -14.8887 8.9849  0.210
H11 -5.0891 -15.0227 11.7272  0.401
H12 -6.8422 -15.0309 11.5859  0.490
H13 -6.0438 -13.6366 12.3568  0.285
H14 -3.6698 -12.9889 10.5606  0.436
H15 -4.0291 -12.4515 8.8722  0.165
H16 -3.8761 -14.2293 9.2669  0.602
F7 -9.7757 -9.7421 7.2004  -0.388
P3 -11.4454 -9.6182 7.0471  1.269
F8 -13.0246 -9.4293 6.9162  -0.372
F9 -11.3527 -10.1383 5.5656  -0.372
F10 -11.5264 -11.1100 7.6039  -0.413
F11 -11.2326 -8.1364 6.5267  -0.403
F12 -11.5050 -9.0085 8.5197  -0.358
C9 -9.3254 -8.2214 10.1055  -1.082
As1 -9.0932 -9.9370 10.8779  0.593
C10 -8.9413 -9.5684 12.7384  -1.250
C11 -10.7431 -10.9057 10.7456  -0.918
H17 -10.3333 -7.8371 10.2038  0.468
H18 -9.1127 -8.3334 9.0196  0.181
H19 -8.5952 -7.4983 10.4579  0.458
H20 -9.7493 -8.9365 13.1136  0.440
H21 -8.0203 -9.0296 12.9385  0.309
H22 -8.8812 -10.5182 13.2176  0.411
H23 -11.5671 -10.4056 11.2476  0.410
H24 -10.6107 -11.8592 11.1872  0.411
H25 -10.9863 -11.0623 9.6934  0.065

E_HOMO   -9.347 eV
Charge   0
E   -168658.53079 eV



# C11H25BN4O6

A 3-piece molecular cluster, C11H25BN4O6 overall in a non-equilibrium geometry (ωB97M-V/def2-TZVPD, the Open Molecules 2025 dataset).

Last column: Mulliken charge in e.
Cartesian coordinates (Å):
N1 -2.3569 -0.4782 -2.5795  -0.546
C1 -2.0472 -1.6568 -3.3777  -1.380
C2 -1.7270 -2.9955 -2.6862  1.104
O1 -2.8188 -3.9367 -2.7563  -0.763
B1 -4.0593 -3.5450 -2.3343  0.934
O2 -4.1858 -2.4905 -1.4499  -0.535
O3 -5.1589 -4.2778 -2.7618  -0.541
C3 -1.0885 -2.9694 -1.2789  -0.430
N2 -0.4850 -4.3333 -1.1383  -0.459
C4 -0.3883 -4.8747 -2.4605  0.358
O4 -0.2576 -6.0427 -2.7011  -0.588
C5 -0.6010 -3.7369 -3.4326  -0.726
H1 -2.7012 -0.7196 -1.6633  0.295
H2 -1.5560 0.1245 -2.4896  0.335
H3 -2.8612 -1.8416 -4.0927  0.363
H4 -1.1670 -1.4145 -3.9844  0.387
H5 -5.1125 -2.3502 -1.2206  0.289
H6 -5.8803 -3.7355 -3.0942  0.297
H7 -0.2698 -2.2532 -1.3663  0.105
H8 -1.7582 -2.6858 -0.4697  0.367
H9 0.4494 -4.2381 -0.7576  0.330
H10 0.3090 -3.1296 -3.4428  0.432
H11 -0.8997 -4.1115 -4.4131  0.345
C6 0.4687 -0.3299 0.3619  0.194
O5 -0.2537 -0.1974 -0.6146  -0.644
N3 1.3616 0.5736 0.7818  0.185
C7 2.1969 0.3699 1.9548  -0.779
C8 1.4966 1.8125 0.0348  -1.006
H12 0.4358 -1.2361 0.9918  0.213
H13 2.0187 1.1499 2.6908  0.290
H14 3.2515 0.3946 1.6780  0.300
H15 1.9730 -0.5983 2.3987  0.299
H16 0.5495 2.3529 0.0152  0.306
H17 1.7872 1.6091 -0.9963  0.300
H18 2.2565 2.4271 0.5114  0.357
C9 3.4958 3.9149 3.6838  0.079
O6 3.3041 2.7190 3.8093  -0.576
N4 2.5436 4.8539 3.8249  0.116
C10 2.8227 6.2668 3.6681  -0.930
C11 1.1922 4.4261 4.1478  -0.866
H19 4.4862 4.3322 3.4390  0.322
H20 2.5992 6.8085 4.5889  0.339
H21 2.2245 6.6912 2.8597  0.341
H22 3.8755 6.4050 3.4309  0.292
H23 1.1793 3.8805 5.0913  0.297
H24 0.8037 3.7653 3.3721  0.219
H25 0.5525 5.3013 4.2270  0.379

E_HOMO   -8.535 eV
Charge   0
E   -30737.89757 eV



# C11H25BiClIN2OP2

C11H25BiClIN2OP2 as an isolated structure in a non-equilibrium geometry (ωB97M-V/def2-TZVPD, the Open Molecules 2025 dataset).

Last column: Mulliken charge in e.
Cartesian coordinates (Å):
C1 -6.7288 -1.7147 -0.1886  -0.882
C2 -5.5474 -1.6986 0.7099  0.511
H1 -7.6476 -2.1135 0.2767  0.341
H2 -6.4653 -2.3113 -1.0755  0.340
H3 -6.8990 -0.6840 -0.5357  0.340
O1 -5.2788 -1.9940 1.8256  -0.247
I1 -3.6214 -0.7595 -0.6111  -0.061
Bi1 -0.8273 -0.2418 0.0541  0.916
P1 -0.9695 2.4686 0.7306  0.657
C3 -0.1863 3.1235 2.2508  -1.158
C4 -0.3554 3.6226 -0.5297  -1.151
H4 -0.7392 4.6314 -0.3294  0.429
H5 -2.8229 4.0121 1.0279  0.401
H6 -0.6904 3.2717 -1.5115  0.349
H7 -3.2843 2.5942 0.0197  0.332
H8 0.9104 3.0612 2.1663  0.344
H9 0.7416 3.6449 -0.5313  0.332
C5 -2.7322 2.9232 0.9096  -1.162
H10 -0.4894 4.1733 2.4036  0.392
H11 -3.1609 2.4173 1.7861  0.356
H12 -0.5121 2.5088 3.1049  0.369
P2 0.3889 -2.5598 -0.9456  0.669
C6 1.5916 -3.4984 0.0565  -1.184
C7 -0.9383 -3.7729 -1.2869  -1.169
H13 0.7070 -1.7143 -3.1694  0.338
H14 1.2856 -3.4126 -3.0186  0.440
H15 2.2801 -2.0560 -2.4066  0.343
C8 1.2542 -2.4248 -2.5399  -1.155
H16 -1.7186 -3.3005 -1.8986  0.335
H17 -0.5132 -4.6355 -1.8195  0.409
H18 1.8244 -4.4536 -0.4406  0.389
H19 1.1538 -3.6865 1.0485  0.382
H20 -1.3961 -4.1057 -0.3443  0.357
H21 2.5130 -2.9096 0.1818  0.338
Cl1 -0.6364 0.5942 -2.3453  -0.370
N1 2.4427 0.5985 -0.7769  0.058
C9 3.7375 0.8573 -0.4559  -0.265
C10 3.8140 0.8065 0.9302  -0.651
C11 2.5267 0.5150 1.3954  -0.725
N2 1.6826 0.3942 0.3338  0.089
H22 1.9753 0.5549 -1.6915  0.134
H23 4.4921 1.0557 -1.2027  0.488
H24 4.6853 0.9615 1.5504  0.441
H25 2.1900 0.3904 2.4125  0.559

E_HOMO   -14.197 eV
Charge   +2
E   -61867.27862 eV



no.,lowest unoccupied orbital energy (eV),HOMO-LUMO gap (Eh)
1,4.05,0.1885
2,0.49,0.3559
3,2.36,0.2630
4,-0.28,0.3333
5,0.37,0.3272
6,-7.50,0.2462